(1)
ORCA calculation (ωB97M-V with the def2-TZVPD basis set) on an isolated ion of composition C3H8NS and charge +1.

ORCA input file:
```
! RIJCOSX wB97M-V def2-TZVPD def2/J DEFGRID3
* xyz 1 1
C 1.240 -0.390 -1.123
C -0.173 -0.186 0.737
C -0.933 0.923 1.081
N -0.172 -0.644 -0.817
S 1.795 -0.162 0.644
H 1.736 -1.370 -1.434
H 1.541 0.403 -1.769
H -0.461 -0.915 1.417
H -0.860 1.761 0.312
H -0.438 1.341 1.943
H -1.945 0.716 1.270
H -0.691 0.060 -1.232
H -0.640 -1.537 -1.029
*
```

## Properties
Highest occupied orbital energy = -0.509 Eh
SMILES = C[C@H]1[NH2+]CS1
HOMO-LUMO gap = 0.3671 hartree

Mulliken population analysis, charges in e, atoms 1 to 2: number 1, C, carries -0.50; number 2, C, carries 0.02



(2)
ORCA calculation (ωB97M-V with the def2-TZVPD basis set) on an isolated ion of composition C3H8NS and charge +1.

ORCA input file:
```
! RIJCOSX wB97M-V def2-TZVPD def2/J DEFGRID3
* xyz 1 1
C 1.598 1.202 0.102
C 0.346 1.055 0.506
C -0.568 0.113 -0.183
N -0.506 -1.238 0.476
S -2.557 0.456 0.072
H 2.295 1.833 0.624
H 1.982 0.692 -0.767
H -0.042 1.563 1.376
H -0.398 0.014 -1.252
H 0.430 -1.659 0.400
H -1.214 -1.866 0.069
H -0.735 -1.122 1.475
H -2.665 1.390 -0.869
*
```

## Properties
Highest occupied orbital energy = -0.517 Eh
SMILES = C=C[C@@H]([NH3+])S
HOMO-LUMO gap = 0.3717 hartree

Mulliken population analysis, charges in e, atoms 1 to 2: number 1, C, carries -0.71; number 2, C, carries 0.00



The most stable of them is (2).



(1)
ORCA calculation (ωB97M-V with the def2-TZVPD basis set) on one molecule with the formula C8H14.

ORCA input file:
```
! RIJCOSX wB97M-V def2-TZVPD def2/J DEFGRID3
* xyz 0 1
C -1.631 2.239 1.020
C -1.441 1.664 -0.384
C -0.218 0.761 -0.518
C -0.283 -0.551 0.218
C -1.415 -1.183 0.518
C 1.058 -1.225 0.493
C 2.025 -1.145 -0.651
C 2.846 -2.129 -1.015
H -2.591 2.725 1.183
H -0.916 3.064 1.143
H -1.399 1.495 1.774
H -1.396 2.422 -1.167
H -2.371 1.135 -0.623
H 0.655 1.339 -0.194
H -0.109 0.542 -1.581
H -2.371 -0.685 0.589
H -1.341 -2.241 0.744
H 1.464 -0.685 1.348
H 0.904 -2.280 0.721
H 2.180 -0.206 -1.175
H 3.739 -1.877 -1.575
H 2.612 -3.179 -0.872
*
```

## Properties
Highest occupied orbital energy = -0.337 Eh
SMILES = C=CCC(=C)CCC
HOMO-LUMO gap = 0.3756 hartree

Mulliken population analysis, charges in e, atoms 1 to 2: number 1, C, carries -1.18; number 2, C, carries -0.77



(2)
ORCA calculation (ωB97M-V with the def2-TZVPD basis set) on a 2-piece molecular cluster, C8H14 overall.

ORCA input file:
```
! RIJCOSX wB97M-V def2-TZVPD def2/J DEFGRID3
* xyz 0 1
C 0.240 0.582 -1.421
C 0.980 1.758 -2.051
C 1.035 -0.716 -1.606
C -0.053 0.780 0.037
C 0.366 1.723 0.850
H -0.723 0.464 -1.936
H 1.963 1.877 -1.600
H 1.113 1.587 -3.118
H 0.420 2.681 -1.918
H 1.217 -0.903 -2.663
H 1.993 -0.643 -1.094
H 0.493 -1.563 -1.192
H 0.967 2.562 0.546
C -1.554 -2.378 1.492
C -1.247 -1.241 2.339
C -0.986 -0.389 3.147
H -0.604 -0.051 0.520
H -2.251 -2.085 0.707
H -0.642 -2.746 1.023
H -2.000 -3.182 2.077
H -0.815 0.273 3.946
H 0.090 1.611 1.915
*
```

## Properties
Highest occupied orbital energy = -0.348 Eh
SMILES = C=CC(C)C.C#CC
HOMO-LUMO gap = 0.3843 hartree

Mulliken population analysis, charges in e, atoms 1 to 2: number 1, C, carries 1.08; number 2, C, carries -1.72



The most stable of them is (1).



(1)
ORCA calculation (ωB97M-V with the def2-TZVPD basis set) on one molecule with the formula C4H8O2S.

ORCA input file:
```
! RIJCOSX wB97M-V def2-TZVPD def2/J DEFGRID3
* xyz 0 1
C 1.027 -1.163 0.429
C -0.198 -0.281 0.685
C -1.045 0.320 -0.425
C -0.303 1.243 0.515
H 0.858 -1.401 -1.457
H 0.777 -2.213 0.698
H 1.842 -0.990 1.170
H -0.775 -0.621 1.553
H -0.559 0.225 -1.424
H -2.851 0.965 -0.866
H -0.789 1.858 1.237
H 1.759 0.896 -0.566
O 1.569 -1.043 -0.872
O -2.446 0.147 -0.459
S 1.134 2.059 -0.219
*
```

## Properties
Highest occupied orbital energy = -0.317 Eh
SMILES = OC[C@@H]1[C@@H](O)[C@@H]1S
HOMO-LUMO gap = 0.3429 hartree

Mulliken population analysis, charges in e, atoms 1 to 2: number 1, C, carries -0.86; number 2, C, carries 0.02



(2)
ORCA calculation (ωB97M-V with the def2-TZVPD basis set) on one molecule with the formula C4H8O2S.

ORCA input file:
```
! RIJCOSX wB97M-V def2-TZVPD def2/J DEFGRID3
* xyz 0 1
C 1.213 -1.408 0.475
C 0.076 0.313 -0.572
C 0.723 1.303 0.036
C -1.411 0.382 -0.102
H 1.438 -2.522 0.545
H 0.717 -0.908 1.419
H 2.271 -0.941 0.156
H -0.049 0.672 -1.694
H -0.103 1.992 -0.295
H 0.843 1.186 1.175
H 1.679 1.669 -0.591
H -3.506 -0.531 -0.223
O 0.391 -1.174 -0.578
O -2.135 1.237 0.317
S -2.148 -1.269 -0.068
*
```

## Properties
Highest occupied orbital energy = -0.341 Eh
SMILES = CO[C@H](C)C(=O)S
HOMO-LUMO gap = 0.3591 hartree

Mulliken population analysis, charges in e, atoms 1 to 2: number 1, C, carries -0.48; number 2, C, carries -0.01



(3)
ORCA calculation (ωB97M-V with the def2-TZVPD basis set) on one molecule with the formula C4H8O2S.

ORCA input file:
```
! RIJCOSX wB97M-V def2-TZVPD def2/J DEFGRID3
* xyz 0 1
C 1.478 -0.587 -0.705
C -0.921 0.264 -0.405
C -0.575 -0.612 -1.583
C -0.200 -0.120 1.015
O 1.735 -1.749 1.931
O 0.769 -0.278 -1.767
S 0.842 -1.634 0.858
H 2.375 -1.135 -1.028
H 1.819 0.284 -0.205
H -0.770 1.243 -0.474
H -1.947 0.069 -0.249
H -0.877 -1.679 -1.350
H -1.150 -0.225 -2.612
H 0.583 0.576 1.349
H -0.734 -0.252 2.010
*
```

## Properties
Highest occupied orbital energy = -0.329 Eh
HOMO-LUMO gap = 0.3564 hartree

Mulliken population analysis, charges in e, atoms 1 to 2: number 1, C, carries -0.67; number 2, C, carries -0.78



The most stable of them is (1).